(i)
DFT (ωB97M-V/def2-TZVPD) results for an isolated molecule of C2H5ClN2O.

The LUMO energy comes out at 0.4 eV. The value obtained for the highest occupied orbital energy is -9.91 eV. The structure (SMILES) is NNC(=O)CCl. The spin multiplicity is 1. The value obtained for the HOMO-LUMO gap is 0.3787 hartree.

```
11
C2H5ClN2O ωB97M-V/def2-TZVPD
N -0.182 0.229 -1.460
N 0.214 1.102 -0.500
C 0.081 0.712 0.770
O 0.258 1.462 1.694
C -0.186 -0.773 0.754
Cl 1.495 -1.617 0.685
H 0.348 -0.788 -1.416
H -1.231 0.086 -1.573
H 0.675 1.944 -0.748
H -0.816 -1.376 0.055
H -0.655 -0.983 1.738
```

Atomic partial charges in e from the Löwdin method, atoms 1 to 4: -0.072, -0.044, -0.605, 0.084


(ii)
DFT (ωB97M-V/def2-TZVPD) results for C2H5ClN2O as an isolated structure.

The LUMO energy (spin up / spin down) comes out at 0.1 / 0.1 eV. The value obtained for the highest occupied orbital energy (spin up / spin down) is -7.83 / -7.83 eV. The spin multiplicity is 1. The value obtained for the HOMO-LUMO gap (spin up / spin down) is 0.2919 / 0.2919 hartree.

```
11
C2H5ClN2O ωB97M-V/def2-TZVPD
C 0.464 -0.948 -2.012
C -0.960 0.966 1.062
N 1.364 0.130 0.725
N 0.576 -0.299 -0.196
O -0.693 0.097 -0.021
Cl -1.109 -1.503 -2.205
H 1.154 -1.795 -1.900
H -0.657 0.511 2.010
H -2.034 1.129 1.034
H -0.419 1.909 0.937
H 2.314 -0.197 0.567
```

Atomic partial charges in e from the Löwdin method, atoms 1 to 4: -0.513, -0.078, 0.137, -0.178


The least stable of them is (ii).


(i)
DFT (ωB97M-V/def2-TZVPD) results for a 2-piece molecular cluster, C6H6N2O overall.

The LUMO energy comes out at -0.8 eV. The value obtained for the highest occupied orbital energy is -8.46 eV. The spin multiplicity is 1. The value obtained for the HOMO-LUMO gap is 0.2804 hartree.

```
15
C6H6N2O ωB97M-V/def2-TZVPD
C -0.148 -2.218 -2.140
C 0.050 -1.223 -1.509
C 0.190 0.466 2.620
C -0.344 -0.841 2.449
C 0.481 0.892 1.315
C 0.322 -0.085 -0.812
N -0.510 -1.081 1.232
N 0.010 -0.103 0.473
O -0.242 2.228 -2.387
H -0.042 -2.992 -2.850
H 0.621 1.032 3.487
H -0.573 -1.675 3.110
H 0.798 1.922 1.012
H -0.824 1.291 -2.759
H 0.211 2.388 -3.243
```

Atomic partial charges in e from the Löwdin method, atoms 1 to 4: 0.144, -0.173, -0.040, -0.162


(ii)
DFT (ωB97M-V/def2-TZVPD) results for an isolated molecule of C6H6N2O.

The LUMO energy comes out at -0.6 eV. The value obtained for the highest occupied orbital energy is -9.46 eV. The structure (SMILES) is Cc1cncc(=O)cn1. The spin multiplicity is 1. The value obtained for the HOMO-LUMO gap is 0.3261 hartree.

```
15
C6H6N2O ωB97M-V/def2-TZVPD
C -2.871 -0.449 0.300
C -1.421 -0.072 -0.015
C -1.015 1.217 0.100
N 0.251 1.777 -0.191
C 1.336 1.122 -0.223
C 1.605 -0.324 0.067
O 2.673 -0.615 0.547
C 0.602 -1.334 -0.326
N -0.628 -1.147 -0.453
H -2.938 -1.167 1.150
H -3.477 0.440 0.545
H -3.271 -0.947 -0.597
H -1.776 1.936 0.419
H 2.293 1.643 -0.403
H 0.999 -2.346 -0.394
```

Atomic partial charges in e from the Löwdin method, atoms 1 to 4: -0.049, -0.291, -0.073, 0.086


The least stable of them is (i).


(i)
DFT (ωB97M-V/def2-TZVPD) results for a 2-piece molecular cluster, C23H23NO3 overall.

The LUMO energy comes out at -2.4 eV. The value obtained for the highest occupied orbital energy is -5.69 eV. The spin multiplicity is 1. The value obtained for the HOMO-LUMO gap is 0.1207 hartree.

```
50
C23H23NO3 ωB97M-V/def2-TZVPD
C 2.031 -3.164 -2.618
C 0.971 -2.105 -2.510
C 1.161 -0.837 -3.187
C -0.021 -0.077 -3.628
C 0.316 1.118 -4.528
C 1.558 1.828 -4.047
O 2.682 0.916 -3.880
C 2.507 -0.382 -3.530
O 3.515 -1.097 -3.528
O -0.073 -2.338 -1.875
H 2.937 -2.735 -3.065
H 2.250 -3.557 -1.621
H 1.641 -3.987 -3.230
H -0.688 -0.752 -4.189
H -0.576 0.273 -2.747
H 0.450 0.765 -5.560
H -0.521 1.821 -4.515
H 1.914 2.558 -4.782
H 1.373 2.324 -3.082
C 1.888 3.757 2.053
N 1.027 2.586 2.003
C 0.799 1.866 0.877
C -0.114 0.811 1.159
C -0.590 -0.129 0.253
C -1.400 -1.267 0.593
C -1.056 -2.127 1.672
C -1.895 -3.171 2.057
C -3.125 -3.359 1.408
C -3.454 -2.564 0.298
C -2.580 -1.574 -0.137
C -0.475 0.972 2.577
C -1.400 0.384 3.429
C -1.469 0.802 4.768
C -0.642 1.829 5.249
C 0.253 2.484 4.389
C 0.288 2.058 3.069
H 1.988 4.094 3.088
H 2.878 3.511 1.642
H 1.470 4.574 1.446
H 1.292 2.106 -0.063
H -0.360 0.057 -0.792
H -0.112 -1.955 2.196
H -1.603 -3.822 2.885
H -3.814 -4.132 1.753
H -4.404 -2.712 -0.224
H -2.794 -0.982 -1.031
H -2.049 -0.396 3.046
H -2.169 0.308 5.444
H -0.712 2.127 6.297
H 0.905 3.293 4.720
```

Atomic partial charges in e from the Löwdin method, atoms 1 to 4: -0.027, -0.458, -0.143, -0.203


(ii)
DFT (ωB97M-V/def2-TZVPD) results for an isolated molecule of C23H23NO3.

The LUMO energy comes out at 0.6 eV. The value obtained for the highest occupied orbital energy is -8.24 eV. The structure (SMILES) is Oc1ccccc1[C@@H]1C[C@H](O)[C@@H](c2ccccc2)[C@H](c2ccccc2O)N1. The spin multiplicity is 1. The value obtained for the HOMO-LUMO gap is 0.3249 hartree.

```
50
C23H23NO3 ωB97M-V/def2-TZVPD
O -3.231 -3.256 1.249
C -1.945 -3.770 1.355
C -1.905 -5.014 1.969
C -0.597 -5.554 2.114
C 0.576 -5.059 1.547
C 0.425 -3.799 1.012
C -0.811 -3.117 0.969
C -0.960 -1.693 0.452
C -0.532 -1.573 -0.970
C -0.874 -0.305 -1.747
O -0.683 -0.598 -3.155
C -0.040 0.920 -1.000
C -0.535 2.333 -1.558
C -1.829 2.742 -1.470
C -2.280 3.841 -2.187
C -1.353 4.663 -2.879
C -0.038 4.225 -2.967
C 0.318 3.061 -2.348
C -0.023 0.733 0.578
C 1.303 1.268 1.116
C 1.342 2.581 1.463
C 2.516 3.218 1.793
C 3.736 2.555 1.754
C 3.758 1.173 1.388
C 2.550 0.535 1.095
O 2.522 -0.706 0.482
N -0.136 -0.699 1.200
H -3.830 -3.921 0.886
H -2.706 -5.535 2.392
H -0.529 -6.404 2.790
H 1.627 -5.416 1.802
H 1.300 -3.182 0.861
H -1.936 -1.278 0.494
H 0.535 -1.847 -0.944
H -1.018 -2.432 -1.484
H -1.904 0.080 -1.587
H -0.757 0.287 -3.632
H 1.029 0.735 -1.327
H -2.532 2.121 -0.828
H -3.406 4.074 -2.085
H -1.689 5.593 -3.394
H 0.672 4.965 -3.290
H 1.351 2.802 -2.359
H -0.773 1.299 1.134
H 0.413 3.092 1.348
H 2.446 4.223 2.171
H 4.562 3.192 1.909
H 4.600 0.540 1.305
H 1.598 -0.988 0.396
H -0.326 -0.707 2.187
```

Atomic partial charges in e from the Löwdin method, atoms 1 to 4: 0.032, -0.272, 0.002, -0.083


The least stable of them is (i).


(i)
DFT (ωB97M-V/def2-TZVPD) results for an isolated ion of composition C4H9FN3 and charge +1.

The LUMO energy comes out at -3.4 eV. Its total charge is +1. The value obtained for the highest occupied orbital energy is -14.11 eV. The structure (SMILES) is C[C@@H]1N(F)C=N[N@H+]1C. The spin multiplicity is 1. The value obtained for the HOMO-LUMO gap is 0.3927 hartree.

```
17
C4H9FN3 ωB97M-V/def2-TZVPD
C 0.446 1.632 -0.732
C -0.155 0.310 -0.525
N -1.546 0.245 -0.098
F -2.476 1.003 -0.680
C -1.687 -0.338 1.093
N -0.512 -0.813 1.466
N 0.475 -0.472 0.622
C 1.285 -1.541 0.138
H 0.058 2.161 0.078
H -0.138 2.162 -1.579
H 1.467 1.646 -0.838
H -0.021 -0.336 -1.429
H -2.669 -0.266 1.555
H 1.201 0.087 1.098
H 0.503 -2.288 -0.108
H 1.726 -1.269 -0.898
H 2.043 -1.922 0.838
```

Atomic partial charges in e from the Löwdin method, atoms 1 to 4: 0.018, -0.244, -0.054, 0.105


(ii)
DFT (ωB97M-V/def2-TZVPD) results for an isolated ion of composition C4H9FN3 and charge +1.

The LUMO energy comes out at -3.4 eV. Its total charge is +1. The value obtained for the highest occupied orbital energy is -13.52 eV. The structure (SMILES) is CC1=[NH+][C@@H](F)N(C)N1. The spin multiplicity is 1. The value obtained for the HOMO-LUMO gap is 0.3720 hartree.

```
17
C4H9FN3 ωB97M-V/def2-TZVPD
C 1.989 -0.179 1.605
C 0.910 0.034 0.604
N 1.117 0.011 -0.700
C 0.001 0.284 -1.485
F -0.298 -0.835 -2.187
N -1.061 0.585 -0.291
C -2.315 -0.149 -0.458
N -0.351 0.355 0.835
H 2.162 0.792 2.015
H 2.811 -0.358 1.026
H 1.560 -0.801 2.416
H 2.121 0.095 -1.044
H -0.004 1.100 -2.129
H -2.429 -0.949 0.249
H -3.118 0.491 -0.685
H -2.301 -0.663 -1.475
H -0.794 0.189 1.705
```

Atomic partial charges in e from the Löwdin method, atoms 1 to 4: 0.072, -0.264, 0.166, -0.219


The least stable of them is (i).